{"formula": "H26O13", "method": "the ωB97M-V functional and the def2-TZVPD basis", "symbols": ["O", "H", "H", "O", "H", "H", "O", "H", "H", "O", "H", "H", "O", "H", "H", "O", "H", "H", "O", "H", "H", "O", "H", "H", "O", "H", "H", "O", "H", "H", "O", "H", "H", "O", "H", "H", "O", "H", "H"], "positions_angstrom": [[7.1634, -13.4724, 11.2875], [8.0104, -13.1002, 11.5328], [6.5593, -13.1583, 11.9603], [8.8255, -15.0153, 11.1386], [9.0249, -14.5507, 11.9514], [7.9294, -15.3304, 11.2559], [9.0024, -15.5854, 9.3292], [9.9152, -15.8736, 9.3305], [8.8166, -15.3726, 10.2438], [10.3317, -13.8967, 10.3401], [10.3311, -13.6547, 9.4140], [9.7130, -14.6248, 10.3983], [7.2783, -17.0202, 8.9632], [6.3587, -16.7546, 8.9644], [7.7513, -16.2488, 9.2753], [5.5271, -12.4555, 9.8086], [6.4149, -12.8018, 9.8984], [5.0304, -12.8851, 10.5050], [5.2354, -14.7369, 9.2044], [6.1167, -15.0768, 9.0497], [4.7885, -14.8373, 8.3639], [7.3486, -12.1462, 8.0752], [7.7270, -12.8352, 8.6215], [7.4601, -12.4625, 7.1787], [8.4632, -15.5084, 6.9555], [8.7861, -16.1510, 7.5872], [9.2490, -15.0530, 6.6534], [7.5692, -14.0081, 9.0541], [8.2981, -14.6152, 8.9259], [7.5051, -13.9072, 10.0038], [6.8610, -15.8206, 10.9889], [6.2572, -16.5197, 11.2395], [6.2942, -15.1115, 10.6850], [8.9665, -12.5516, 11.6706], [9.7626, -12.0389, 11.5306], [9.1290, -13.3767, 11.2134], [9.8244, -13.6368, 8.3400], [9.1188, -13.6579, 7.6936], [10.5649, -14.0549, 7.9007]], "lowdin_charge": [-0.075, -0.178, 0.137, 0.083, 0.175, -0.057, -0.078, 0.159, -0.271, -0.040, -0.125, -0.101, -0.046, 0.028, -0.065, -0.077, -0.020, 0.027, -0.039, 0.002, 0.087, -0.054, -0.138, 0.033, -0.013, 0.035, 0.039, -0.077, -0.073, -0.020, 0.059, 0.148, 0.064, 0.077, 0.141, 0.013, 0.033, 0.080, 0.122], "orbital_gap_ha": 0.3275, "e_above_lowest_kj_mol": 2010.0, "homo_energy_ev": -9.0}

=====

{"formula": "H26O13", "method": "the ωB97M-V functional and the def2-TZVPD basis", "symbols": ["O", "H", "H", "O", "H", "H", "O", "H", "H", "O", "H", "H", "O", "H", "H", "O", "H", "H", "O", "H", "H", "O", "H", "H", "O", "H", "H", "O", "H", "H", "O", "H", "H", "O", "H", "H", "O", "H", "H"], "positions_angstrom": [[2.1883, 1.9091, 0.2860], [1.8149, 2.8323, -0.0994], [3.1180, 1.9940, 0.1089], [4.0031, 0.1229, 1.0404], [4.5271, -0.3189, 0.4471], [3.0859, -0.2070, 1.0675], [1.2053, -0.5530, 2.0479], [0.7922, 0.4044, 2.0556], [0.4930, -1.0585, 1.7707], [-1.1886, -1.7936, 2.0940], [-1.8696, -1.5156, 1.4661], [-1.6834, -2.4501, 2.5010], [0.7499, -2.5758, -0.6939], [1.2341, -3.1870, -1.2080], [0.2683, -3.1315, 0.0090], [-0.7488, 2.7172, -1.3040], [-0.6886, 1.8322, -0.8433], [-0.6927, 3.5486, -0.8938], [1.8587, -0.8851, -3.0288], [2.7201, -1.0476, -3.0796], [1.6332, -1.1388, -2.0935], [-0.4970, -0.1071, -3.9850], [0.4884, -0.2462, -3.8241], [-0.7823, -0.5880, -3.2266], [-2.3991, 1.1929, 1.8372], [-2.5827, 1.7870, 2.4627], [-1.4916, 1.1821, 1.9117], [-3.1919, -1.0362, 0.9704], [-2.7521, -0.2954, 1.4132], [-3.9961, -1.2575, 1.3507], [-0.3041, 0.1792, -0.1432], [0.4592, 0.5619, 0.1573], [0.1020, -0.4907, -0.7339], [0.5691, 2.1481, 1.9173], [0.1927, 2.9268, 2.3629], [1.2049, 2.2616, 1.2095], [-2.3391, -1.4417, -2.0633], [-3.2115, -0.8997, -2.0684], [-2.2892, -1.3754, -1.1985]], "lowdin_charge": [-0.060, 0.172, 0.065, -0.024, -0.013, 0.022, -0.077, 0.050, -0.071, -0.037, -0.046, 0.020, -0.048, 0.022, 0.107, -0.063, 0.020, -0.009, 0.012, -0.018, 0.059, -0.092, 0.011, -0.048, 0.072, 0.015, -0.004, -0.009, -0.001, 0.045, -0.013, -0.050, 0.050, -0.066, 0.086, -0.084, -0.014, 0.123, -0.102], "orbital_gap_ha": 0.3504, "e_above_lowest_kj_mol": 482.1, "homo_energy_ev": -9.6}

=====

{"formula": "H26O13", "method": "the ωB97M-V functional and the def2-TZVPD basis", "symbols": ["H", "H", "H", "H", "H", "H", "H", "H", "H", "H", "H", "H", "H", "H", "H", "H", "H", "H", "H", "H", "H", "H", "H", "H", "H", "H", "O", "O", "O", "O", "O", "O", "O", "O", "O", "O", "O", "O", "O"], "positions_angstrom": [[-1.3436, -0.6910, 0.5330], [-0.7212, 0.3322, -0.4027], [-2.4679, -2.2516, 0.9757], [-1.0473, -2.3646, 1.5042], [-0.2423, -1.4227, -1.9200], [-1.6902, -1.3435, -1.4645], [-0.9801, -2.7817, -0.9123], [0.1913, -3.2860, -0.0855], [2.9252, -0.7849, 1.7528], [3.8451, -0.2701, 2.8477], [-5.7267, -0.3509, -0.2488], [-5.9323, 0.8030, -1.2164], [0.4977, 3.1632, -2.0718], [-0.4683, 2.1180, -2.6050], [4.0808, -0.8227, -1.4423], [2.7408, -0.1061, -1.4701], [4.3420, 2.2700, -0.5435], [3.6660, 0.9088, -0.5565], [-2.3627, 2.7991, -0.1961], [-1.2662, 1.8459, -0.6426], [-2.6308, -0.8253, 3.1514], [-2.5247, 0.4396, 3.9873], [0.9792, 4.2292, 0.2474], [-0.0026, 3.6562, 1.2562], [2.7175, -2.3090, 0.8492], [2.7116, -3.1910, -0.3885], [-1.5721, 0.0257, -0.0695], [-1.5749, -2.4968, 0.7085], [-1.1032, -1.0765, -2.1808], [-0.0299, -2.9374, -0.9564], [3.1189, 0.0016, 2.2751], [-6.4148, 0.1324, -0.7200], [0.1031, 2.3115, -1.8533], [3.1774, -0.9130, -1.7658], [4.4860, 1.3476, -0.3037], [-1.5043, 2.7799, -0.6341], [-1.9871, -0.2441, 3.5718], [0.9349, 3.6730, 1.0333], [3.0758, -2.3680, -0.0436]], "lowdin_charge": [0.010, 0.048, 0.087, 0.089, 0.019, 0.003, 0.012, 0.042, -0.009, 0.046, 0.023, 0.035, 0.056, 0.066, 0.038, 0.020, 0.045, -0.008, 0.049, -0.007, 0.019, 0.044, 0.023, 0.022, 0.022, 0.052, -0.069, -0.054, -0.076, -0.081, -0.039, -0.058, -0.081, -0.071, -0.047, -0.106, -0.052, -0.062, -0.054], "orbital_gap_ha": 0.3464, "e_above_lowest_kj_mol": 606.7, "homo_energy_ev": -10.1}

=====

{"formula": "H26O13", "method": "the ωB97M-V functional and the def2-TZVPD basis", "symbols": ["O", "H", "H", "O", "H", "H", "O", "H", "H", "O", "H", "H", "O", "H", "H", "O", "H", "H", "O", "H", "H", "O", "H", "H", "O", "H", "H", "O", "H", "H", "O", "H", "H", "O", "H", "H", "O", "H", "H"], "positions_angstrom": [[29.9836, 15.3803, 0.8302], [30.3047, 15.4339, -0.0699], [29.3753, 14.6412, 0.8243], [30.0731, 16.0453, 3.4996], [29.7206, 16.8999, 3.7481], [29.7530, 15.9034, 2.6088], [30.0027, 12.5701, 2.2502], [29.5052, 11.8617, 2.6587], [29.6983, 13.3629, 2.6919], [27.9226, 13.6403, 0.3429], [27.3677, 13.9831, -0.3577], [27.4578, 13.8653, 1.1489], [32.8847, 13.5846, 4.5191], [33.3283, 13.6959, 3.6782], [32.1704, 12.9746, 4.3348], [31.8144, 10.6303, 3.8031], [32.2945, 10.9599, 4.5628], [32.3595, 9.9201, 3.4644], [32.6689, 13.1670, 1.7300], [31.7261, 13.0036, 1.7034], [32.7857, 13.9788, 1.2365], [26.6753, 10.6463, 3.2799], [26.3057, 9.7634, 3.2793], [27.5477, 10.5411, 3.6596], [29.8322, 14.2329, 5.4252], [29.8985, 13.3836, 4.9888], [30.0577, 14.8695, 4.7469], [29.4211, 11.2775, 4.5098], [29.4827, 11.2201, 5.4633], [30.3091, 11.0982, 4.2006], [29.5869, 9.0348, 2.4386], [29.7005, 8.2736, 1.8695], [30.1169, 8.8383, 3.2110], [29.8568, 12.0058, -0.8895], [29.4380, 11.7990, -0.0540], [29.1429, 12.3197, -1.4446], [32.0770, 10.3685, 0.7236], [32.0781, 11.3169, 0.5940], [31.2821, 10.1962, 1.2283]], "lowdin_charge": [-0.047, 0.061, -0.020, -0.032, 0.066, 0.001, -0.025, 0.026, 0.044, -0.037, 0.070, 0.068, -0.049, 0.013, -0.020, -0.026, 0.069, 0.079, -0.043, -0.015, 0.054, -0.057, 0.029, -0.022, -0.062, -0.029, -0.038, -0.057, 0.077, -0.037, -0.029, 0.054, 0.030, -0.052, 0.002, 0.023, -0.049, -0.002, -0.017], "orbital_gap_ha": 0.3750, "e_above_lowest_kj_mol": 184.6, "homo_energy_ev": -10.3}

=====

{"formula": "H26O13", "method": "the ωB97M-V functional and the def2-TZVPD basis", "symbols": ["O", "H", "H", "O", "H", "H", "O", "H", "H", "O", "H", "H", "O", "H", "H", "O", "H", "H", "O", "H", "H", "O", "H", "H", "O", "H", "H", "O", "H", "H", "O", "H", "H", "O", "H", "H", "O", "H", "H"], "positions_angstrom": [[-2.3162, -0.8383, 0.9030], [-2.4528, -1.5559, 1.5217], [-1.8660, -1.2432, 0.1616], [-0.6855, 1.8312, -0.5747], [0.2067, 1.5903, -0.3253], [-0.6538, 2.7807, -0.6918], [1.5271, 1.6961, -0.2084], [1.5954, 1.1192, -0.9691], [2.0498, 2.4634, -0.4415], [-2.3702, 0.9117, -0.0190], [-1.5218, 1.2474, -0.3085], [-2.1779, 0.0407, 0.3282], [0.2917, -1.2109, -1.5628], [-0.6027, -0.9449, -1.3494], [0.3731, -1.0469, -2.5023], [-0.1331, -0.1513, 0.1701], [-0.3225, -0.9419, 0.6755], [0.7675, 0.0731, 0.4043], [2.0989, -1.2878, 0.2773], [2.7161, -1.9519, 0.5841], [1.5123, -1.7600, -0.3136], [-1.2430, -2.0518, -0.4665], [-1.8345, -2.7527, -0.7404], [-0.3834, -2.4696, -0.4149], [1.6031, 0.9861, 1.7681], [1.7872, 1.3341, 0.8956], [0.6558, 1.0796, 1.8687], [-1.1107, 0.1794, -1.7835], [-0.5731, 0.8216, -1.3202], [-1.8330, 0.6902, -2.1491], [-0.1336, 1.6517, 1.9908], [-0.8247, 2.2537, 1.7148], [-0.5201, 0.7815, 1.8927], [1.5294, 0.5375, -1.8057], [1.0970, -0.2468, -1.4679], [2.4630, 0.3284, -1.7764], [0.1796, -1.4593, 1.7472], [1.0603, -1.1158, 1.5965], [0.0448, -1.3684, 2.6905]], "lowdin_charge": [0.032, 0.118, -0.109, 0.071, -0.019, 0.172, 0.053, -0.271, 0.156, -0.064, -0.283, -0.252, -0.110, -0.039, 0.127, -0.219, -0.059, 0.035, -0.015, 0.096, 0.048, 0.039, 0.154, 0.121, -0.090, -0.166, -0.323, -0.047, -0.056, 0.125, 0.133, 0.135, 0.113, 0.172, -0.088, 0.145, 0.006, 0.040, 0.117], "orbital_gap_ha": 0.2562, "e_above_lowest_kj_mol": 2700.4, "homo_energy_ev": -7.0}

=====

{"formula": "H26O13", "method": "the ωB97M-V functional and the def2-TZVPD basis", "symbols": ["H", "H", "H", "H", "H", "H", "H", "H", "H", "H", "H", "H", "H", "H", "H", "H", "H", "H", "H", "H", "H", "H", "H", "H", "H", "H", "O", "O", "O", "O", "O", "O", "O", "O", "O", "O", "O", "O", "O"], "positions_angstrom": [[-0.6622, -0.7353, 0.0705], [-1.1424, 0.5127, -0.1592], [2.1482, 1.3474, 2.1965], [3.3766, 1.1952, 1.4293], [-1.2227, -2.8979, -2.5189], [-0.9041, -1.5984, -1.9483], [1.3858, 4.1554, 0.3840], [2.3387, 4.8311, -0.4182], [-1.9549, 2.0907, -4.7946], [-1.0410, 0.8563, -4.7379], [-0.1554, 1.5874, 2.0987], [-0.4646, 0.9133, 3.3037], [-2.9733, 2.2231, -2.2972], [-3.1031, 1.6575, -0.8886], [-4.3137, -0.4225, 2.8431], [-4.0281, -1.4838, 3.9254], [0.4487, -2.4861, 4.1674], [1.3719, -1.7625, 3.1046], [-0.0903, -3.1913, 0.0686], [-1.3832, -3.1339, 0.7013], [1.9283, -2.6145, -0.1185], [2.3647, -3.4764, -1.2901], [3.9517, 1.8312, -0.8944], [3.3615, 0.5296, -1.3346], [0.3381, -0.0698, -2.1339], [0.9385, 0.9308, -1.3952], [-1.1116, -0.0388, 0.5750], [2.9748, 0.8081, 2.1357], [-1.4597, -2.3320, -1.7592], [1.4538, 4.7401, -0.3770], [-1.9103, 1.1548, -4.4073], [-0.0191, 0.7356, 2.4388], [-2.5138, 2.1478, -1.4407], [-3.5357, -0.8120, 3.3071], [1.3357, -2.4415, 3.7576], [-0.6677, -3.7221, 0.6246], [1.5750, -3.2285, -0.8376], [3.3278, 1.4597, -1.6206], [0.0370, 0.7394, -1.7598]], "lowdin_charge": [0.020, -0.047, 0.037, -0.058, 0.072, -0.020, 0.035, -0.038, 0.080, 0.037, 0.004, 0.083, 0.037, 0.020, 0.037, 0.086, 0.051, -0.008, -0.040, -0.006, 0.093, 0.030, 0.086, 0.033, 0.013, 0.060, -0.046, -0.022, -0.023, 0.004, -0.096, -0.060, -0.051, -0.119, -0.057, -0.048, -0.057, -0.085, -0.036], "orbital_gap_ha": 0.3510, "e_above_lowest_kj_mol": 513.6, "homo_energy_ev": -10.1}